One molecule with the formula C3H3BrO in a non-equilibrium geometry, computed with wB97M-V/def2-TZVPD.

```
8
Properties=species:S:1:pos:R:3:forces:R:3:mulliken_charge:R:1
C -0.212 1.090 -0.641 0.093 0.608 -0.979 -0.8276
C 0.098 -0.198 -0.419 -0.111 0.548 0.924 -0.0754
C 0.196 -0.758 0.909 0.012 2.503 -3.416 0.4118
O 0.584 -0.061 1.925 0.090 0.422 0.872 -0.2680
Br -0.076 -2.482 1.004 -0.328 -3.708 1.064 -0.0788
H -0.182 1.558 -1.639 -0.146 -0.478 0.663 0.2547
H -0.599 1.640 0.167 -0.076 1.071 0.813 0.2619
H 0.191 -0.790 -1.306 0.465 -0.965 0.058 0.3215
```
Positions in Å, forces in eV/Å.

Computed properties:
Expectation value of S²   2.03
E   -75244.85178 eV
2S+1   3
HOMO level (spin up / spin down)   -6.9 / -10.2 eV
Largest force on an atom   4.23 eV/Å
Orbital gap (spin up / spin down)   0.285 / 0.257 hartree